Entry from OMol25: C48H82BN6O7P2SSb2SiTa as an isolated structure at a distorted geometry (wB97M-V/def2-TZVPD).

Geometry (Å):
Ta  0.25  0.21  -0.88
O  1.54  -3.23  -2.53
P  1.06  -2.07  -1.63
O  0.09  -2.42  -0.57
O  0.55  -0.87  -2.41
O  2.35  -1.52  -0.87
P  2.22  -0.90  0.63
O  2.20  -2.15  1.59
O  3.34  0.01  0.80
O  0.84  -0.24  0.81
H  2.23  -2.99  -3.18
H  3.09  -2.42  1.84
C  -0.74  -4.70  2.26
Sb  -1.28  -2.63  2.62
C  -0.82  -2.83  4.79
C  -3.45  -3.22  2.87
C  -3.72  -4.27  1.90
C  -3.67  -5.60  2.36
C  -3.76  -6.68  1.51
C  -3.94  -6.47  0.15
C  -4.06  -5.18  -0.33
C  -3.96  -4.06  0.50
C  -4.20  -2.73  -0.13
Sb  -2.57  -1.46  -1.11
C  -2.05  -3.03  -2.49
C  -4.06  -0.71  -2.55
H  -1.46  -5.32  2.79
H  0.26  -4.89  2.64
H  -0.79  -4.92  1.20
H  -1.71  -2.71  5.41
H  -0.04  -2.13  5.09
H  -0.45  -3.84  4.94
H  -4.04  -2.32  2.73
H  -3.53  -3.57  3.89
H  -3.56  -5.76  3.42
H  -3.70  -7.68  1.90
H  -4.02  -7.31  -0.52
H  -4.27  -5.03  -1.38
H  -4.67  -2.05  0.57
H  -4.82  -2.85  -1.01
H  -2.95  -3.40  -2.96
H  -1.55  -3.84  -1.96
H  -1.37  -2.65  -3.25
H  -4.46  -1.56  -3.09
H  -3.63  -0.02  -3.27
H  -4.88  -0.21  -2.05
N  -1.90  0.76  4.11
C  -1.37  2.06  4.63
C  0.17  2.04  4.58
N  0.59  1.49  3.30
H  -2.89  0.64  4.34
H  -1.35  -0.03  4.46
H  -1.77  0.76  3.06
H  -1.71  2.22  5.65
H  -1.75  2.85  3.98
H  0.54  1.39  5.37
H  0.54  3.05  4.77
H  1.57  1.22  3.34
H  0.55  2.21  2.58
S  -1.60  1.50  1.10
C  -3.27  1.64  0.69
N  -3.79  2.90  0.55
C  -5.11  3.09  0.30
C  -5.93  2.00  0.20
C  -5.34  0.74  0.35
N  -4.05  0.58  0.60
H  -3.15  3.68  0.60
H  -5.45  4.11  0.21
H  -6.98  2.11  0.01
H  -5.93  -0.16  0.27
C  1.94  2.05  -4.82
C  2.17  0.56  -5.06
C  0.84  -0.13  -5.39
C  2.97  -0.13  -3.95
C  3.40  -1.41  -4.31
C  4.42  -2.06  -3.65
C  5.12  -1.36  -2.68
C  4.70  -0.11  -2.25
C  5.64  0.65  -1.33
C  6.73  1.32  -2.17
C  6.30  -0.24  -0.27
C  3.50  0.46  -2.78
N  2.95  1.61  -2.09
B  2.00  1.73  -0.98
N  2.40  2.95  -0.29
C  3.42  3.54  -1.04
C  3.73  2.76  -2.09
C  2.27  3.57  1.03
C  1.36  4.62  1.29
C  1.33  5.20  2.56
C  2.23  4.86  3.55
C  3.20  3.93  3.25
C  3.24  3.28  2.01
C  4.44  2.37  1.82
C  5.70  3.21  1.61
C  4.64  1.41  3.00
C  0.44  5.30  0.30
C  -0.63  4.37  -0.24
C  1.25  6.02  -0.79
H  1.35  2.46  -5.63
H  2.89  2.58  -4.79
H  1.41  2.19  -3.89
H  2.81  0.46  -5.94
H  0.12  0.03  -4.59
H  0.96  -1.20  -5.54
H  0.44  0.29  -6.31
H  2.98  -1.86  -5.20
H  4.75  -3.04  -3.96
H  6.02  -1.78  -2.27
H  5.09  1.43  -0.81
H  7.31  0.58  -2.72
H  7.41  1.87  -1.51
H  6.33  2.02  -2.89
H  7.07  -0.87  -0.71
H  5.56  -0.86  0.22
H  6.78  0.38  0.48
H  3.85  4.48  -0.75
H  4.47  2.94  -2.85
H  0.61  5.99  2.76
H  2.22  5.36  4.50
H  3.97  3.72  3.97
H  4.28  1.76  0.94
H  5.85  3.92  2.43
H  5.65  3.77  0.68
H  6.57  2.56  1.57
H  5.15  1.87  3.84
H  5.23  0.56  2.67
H  3.68  1.02  3.35
H  -0.08  6.09  0.85
H  -0.19  3.49  -0.71
H  -1.26  4.90  -0.96
H  -1.24  4.04  0.60
H  1.70  5.33  -1.49
H  2.04  6.61  -0.32
H  0.60  6.70  -1.34
C  -1.86  2.43  -5.10
Si  -1.42  2.94  -3.33
C  -2.97  3.89  -2.71
C  0.01  4.18  -3.41
C  -1.27  1.35  -2.21
H  -1.91  3.31  -5.74
H  -2.83  1.94  -5.16
H  -1.13  1.75  -5.55
H  -3.84  3.67  -3.33
H  -2.82  4.96  -2.77
H  -3.23  3.64  -1.69
H  0.44  4.24  -4.41
H  0.80  3.93  -2.72
H  -0.35  5.18  -3.17
H  -1.45  0.56  -2.95
H  -2.22  1.41  -1.67

Summary:
* lowest unoccupied orbital energy: -6.1 eV
* frontier orbital gap: 5.6 eV
* ΔE to the lowest compared entry with this formula, charge and spin: 251.1 kJ/mol
* charge: +2
* electronic energy: -4665.965180 a.u.



Entry from OMol25: a 2-piece molecular cluster, C3H8BrNOS overall at a distorted geometry (wB97M-V/def2-TZVPD).

Geometry (Å):
C  -0.06  0.27  1.40
C  2.32  1.21  1.84
C  1.21  0.53  1.08
N  -1.58  -0.30  -1.38
O  -2.71  -2.03  -3.05
S  -2.38  -1.83  -1.44
Br  1.76  -0.27  -0.54
H  -0.69  -0.36  0.80
H  -0.68  0.75  2.22
H  -1.82  -2.27  -3.39
H  3.15  1.00  1.28
H  2.45  0.85  2.82
H  2.07  2.27  1.80
H  -0.87  -0.34  -2.09
H  -2.16  0.52  -1.35

Summary:
* lowest unoccupied orbital energy (spin up / spin down): 0.5 / -2.1 eV
* frontier orbital gap (spin up / spin down): 5.8 / 6.8 eV
* spin multiplicity: 3
* ΔE to the lowest compared entry with this formula, charge and spin: 0.0 kJ/mol
* electronic energy: -3221.078626 a.u.